# 1
Entry from OMol25: a 2-piece molecular cluster, C2H4ClN overall (ωB97M-V/def2-TZVPD).

Geometry (Å):
H -0.631 -0.449 1.325
H 0.076 0.308 -1.557
C -1.167 -0.017 0.490
Cl 2.692 -0.084 0.059
H -2.198 -0.330 0.384
C -0.445 0.506 -0.653
N -0.840 1.402 0.122
H 2.513 -1.335 -0.170

As for the spin multiplicity: 1. The value obtained for the frontier orbital gap is 0.3987 Ha. The highest occupied orbital energy comes out at -10.13 eV.



# 2
Entry from OMol25: C2H4ClNO in the gas phase (ωB97M-V/def2-TZVPD).

Geometry (Å):
H -0.699 1.090 0.077
H -0.293 0.073 1.339
H 0.529 -1.540 -0.597
Cl -1.844 -1.493 -0.653
O 1.525 1.422 1.501
N 1.154 1.114 0.394
H -0.232 -0.231 -1.711
C -0.009 0.288 0.385
C -0.132 -0.722 -0.736

As for the spin multiplicity: 1. The value obtained for the frontier orbital gap is 0.3430 Ha. The highest occupied orbital energy comes out at -9.54 eV.



# 3
Entry from OMol25: C2H4ClNO as an isolated structure (ωB97M-V/def2-TZVPD).

Geometry (Å):
H -1.482 -0.768 -0.275
O 1.325 0.512 1.290
C -0.772 0.024 -0.290
N 0.078 0.332 -1.338
H -0.063 -0.735 2.212
H 0.934 0.959 -1.052
Cl 1.054 -1.127 -1.790
H -1.427 0.920 -0.040
C 0.352 -0.116 1.284

As for the spin multiplicity: 3. The value obtained for the frontier orbital gap (spin up / spin down) is 0.1831 / 0.2616 Ha. The highest occupied orbital energy (spin up / spin down) comes out at -5.10 / -9.93 eV. Its expectation value of S² is 2.013.



# 4
Entry from OMol25: C2H4ClNO2 as an isolated structure (ωB97M-V/def2-TZVPD).

Geometry (Å):
H -0.666 0.996 1.278
H 1.764 -0.564 0.954
C -1.026 0.505 -0.525
H 0.275 -1.163 1.304
O -1.713 0.500 -1.500
Cl 0.392 -1.617 -1.501
N 0.770 -0.375 0.891
H 1.218 0.756 -1.061
C 0.341 -0.176 -0.440
O -1.354 1.137 0.601

As for the spin multiplicity: 1. The value obtained for the frontier orbital gap is 0.3973 Ha. The highest occupied orbital energy comes out at -10.51 eV.



# 5
Entry from OMol25: C2H4ClNO3 in the gas phase (ωB97M-V/def2-TZVPD).

Geometry (Å):
C 1.413 -1.225 -0.100
N 0.545 0.088 -0.006
O -2.857 0.519 1.351
H -0.241 1.224 -1.421
O -0.853 -0.215 0.589
C -1.784 0.702 0.947
H 2.235 -0.618 0.142
H 1.079 -1.921 0.617
Cl -1.277 2.315 0.474
O 0.384 0.467 -1.369
H 1.356 -1.338 -1.222

As for the spin multiplicity: 1. The value obtained for the frontier orbital gap is 0.3886 Ha. The highest occupied orbital energy comes out at -9.97 eV.



# 6
Entry from OMol25: a 2-piece molecular cluster, C2H4ClNOS overall (ωB97M-V/def2-TZVPD).

Geometry (Å):
H 0.376 -1.391 -0.414
C -0.447 -0.871 -1.008
O -2.112 0.447 1.516
S 2.852 2.000 -0.332
N -1.508 -0.496 -0.458
C -2.162 -0.429 0.711
Cl 3.953 0.595 0.535
H -2.893 -1.369 0.652
H -0.407 -0.913 -2.074
H 2.348 2.427 0.872

As for the spin multiplicity: 1. The value obtained for the frontier orbital gap is 0.3511 Ha. The highest occupied orbital energy comes out at -9.52 eV.



# 7
Entry from OMol25: a 2-piece molecular cluster, C2H4ClOP overall (ωB97M-V/def2-TZVPD).

Geometry (Å):
H -0.965 0.971 1.233
Cl 2.952 1.193 -0.118
C -0.779 0.522 0.306
P 2.442 -0.716 -0.729
H -0.061 0.934 -0.456
C -1.738 -0.200 -0.160
H -2.016 -0.499 -1.105
H -2.365 -0.550 0.635
O 2.531 -1.655 0.395

As for the spin multiplicity: 1. The value obtained for the frontier orbital gap is 0.3481 Ha. The highest occupied orbital energy comes out at -10.51 eV.



# 8
Entry from OMol25: a 2-piece molecular cluster, C2H4ClOP overall (ωB97M-V/def2-TZVPD).

Geometry (Å):
Cl -2.731 0.029 0.473
H 0.680 -2.153 -0.488
P 0.417 -1.331 0.613
C -1.204 0.454 -0.110
H 1.774 0.148 -0.960
O 1.733 0.984 1.034
C 1.498 0.089 0.249
H -1.148 0.320 -1.235
H -1.018 1.460 0.426

As for the spin multiplicity: 1. The value obtained for the frontier orbital gap (spin up / spin down) is 0.3029 / 0.3028 Ha. The highest occupied orbital energy (spin up / spin down) comes out at -9.23 / -9.23 eV.



# 9
Entry from OMol25: C2H4ClP as an isolated structure (ωB97M-V/def2-TZVPD).

Geometry (Å):
H -2.435 0.578 -0.435
H 1.702 1.424 -0.956
C 2.048 1.010 0.041
C -1.810 -0.233 0.027
H -2.314 -1.059 0.638
P -0.121 -0.066 0.018
Cl 2.938 -0.398 -0.036
H -0.007 -1.257 0.703

As for the spin multiplicity: 3. The value obtained for the frontier orbital gap (spin up / spin down) is 0.2820 / 0.2967 Ha. The highest occupied orbital energy (spin up / spin down) comes out at -7.43 / -9.58 eV. Its expectation value of S² is 2.021.



# 10
Entry from OMol25: a 2-piece molecular cluster, C2H4ClPS overall (ωB97M-V/def2-TZVPD).

Geometry (Å):
P 1.982 1.575 -0.320
S 0.213 1.091 -1.086
H -2.731 -0.893 0.360
H 0.364 -1.442 0.311
Cl -1.912 -2.780 1.436
C -1.813 -1.344 0.674
H 2.748 1.736 -1.629
H 1.756 2.986 -0.149
C -0.605 -0.930 0.403

As for the spin multiplicity: 1. The value obtained for the frontier orbital gap (spin up / spin down) is 0.2702 / 0.2898 Ha. The highest occupied orbital energy (spin up / spin down) comes out at -8.87 / -8.85 eV.



# 11
Entry from OMol25: a 2-piece molecular cluster, C2H4F2N overall (ωB97M-V/def2-TZVPD).

Geometry (Å):
H 2.539 0.938 0.095
F -0.280 2.339 0.670
F -2.454 -0.735 0.187
C 0.159 0.030 -0.369
H -0.233 -0.110 -1.439
H -0.044 -0.759 0.275
N 0.386 1.327 0.069
C 1.509 0.796 -0.162
H -3.359 -0.818 0.091

As for the spin multiplicity: 1. The value obtained for the frontier orbital gap is 0.4333 Ha. The highest occupied orbital energy comes out at -17.98 eV. The charge is +1.



# 12
Entry from OMol25: C2H4F2N2S in the gas phase (ωB97M-V/def2-TZVPD).

Geometry (Å):
H -1.211 -0.442 -2.090
F -0.550 -1.962 -1.118
F 0.876 -0.477 -1.877
H -1.029 -1.490 1.271
S 0.335 2.062 1.676
C -0.083 -0.165 0.087
C -0.365 -0.736 -1.306
H 0.976 1.557 -0.398
H 0.865 1.217 2.258
N 0.481 1.122 0.270
N -0.295 -0.685 1.225

As for the spin multiplicity: 1. The value obtained for the frontier orbital gap is 0.3550 Ha. The highest occupied orbital energy comes out at -8.98 eV.



no.,maximum force (eV Å⁻¹),E_tot (eV)
1,1.06,-16149.095
2,3.43,-18195.925
3,4.45,-18192.039
4,4.76,-20245.802
5,5.18,-22289.725
6,2.62,-29032.158
7,4.08,-25996.963
8,2.76,-25994.015
9,2.79,-23943.644
10,3.59,-34781.144
11,4.25,-9050.903
12,8.23,-21386.546